The following is a DFT calculation (ωB97M-V/def2-TZVPD) of C19H23BrClNPt as an isolated structure at a distorted geometry.

Structure (XYZ):
```
46
C19H23BrClNPt ωB97M-V/def2-TZVPD
C -5.057 3.871 -1.552
C -6.351 3.045 -1.518
C -5.165 5.036 -0.558
C -4.836 4.424 -2.967
Cl -3.642 2.794 -1.090
H -6.021 5.651 -0.865
H -4.274 5.676 -0.579
H -5.356 4.687 0.464
H -7.176 3.713 -1.798
H -6.562 2.659 -0.513
H -6.328 2.222 -2.242
H -5.700 5.056 -3.212
H -4.786 3.624 -3.715
H -3.939 5.053 -3.024
C -0.087 -1.160 1.965
C -0.043 0.252 2.277
C -1.311 0.820 1.904
H 0.760 0.702 2.861
C -2.089 -0.148 1.265
C -1.319 -1.380 1.169
H -1.661 -2.370 0.876
H 0.564 -1.938 2.341
H -1.622 1.841 2.139
H -3.133 -0.067 0.941
C 1.281 0.469 -1.757
C 2.162 0.460 -0.559
C 1.696 1.524 0.307
H 3.059 -0.128 -0.451
C 0.738 2.303 -0.436
C 0.500 1.698 -1.677
H -0.100 2.078 -2.506
H 1.459 -0.164 -2.618
H 2.161 1.752 1.261
H 0.317 3.245 -0.090
Pt 0.238 -0.466 -0.077
Br 0.649 -6.374 0.715
C 1.332 -4.831 -0.161
C 2.291 -4.967 -1.158
C 2.731 -3.805 -1.779
C 2.223 -2.561 -1.391
N 1.222 -2.447 -0.489
C 0.825 -3.566 0.177
H 2.650 -5.943 -1.437
H 3.461 -3.821 -2.582
H 2.625 -1.651 -1.850
H 0.083 -3.473 0.966
```

Calculated values
Molar mass ... 575.84 g mol⁻¹
Orbital gap (spin up / spin down) ... 8.45 / 5.02 eV
Total charge ... +2
Multiplicity ... 5
Highest occupied orbital energy (spin up / spin down) ... -14.96 / -15.07 eV

These are the natural (NBO) partial charges, in e, on atoms 1 to 4: 0.062 -0.636 -0.636 -0.636


The following is a DFT calculation (ωB97M-V/def2-TZVPD) of C24H18Cl5N4O2RuS as an isolated structure.

Structure (XYZ):
```
55
C24H18Cl5N4O2RuS ωB97M-V/def2-TZVPD
Ru -0.274 0.605 0.263
Cl 0.996 -0.561 3.042
C 0.059 0.872 3.292
C -0.589 1.460 2.203
C -1.439 2.525 2.494
Cl -2.403 3.229 1.238
C -1.578 3.042 3.781
Cl -2.623 4.374 4.090
C -0.864 2.470 4.829
Cl -1.002 3.108 6.418
C -0.051 1.366 4.589
Cl 0.797 0.626 5.889
N 0.177 0.336 -2.236
N 0.718 1.411 -2.934
C 0.548 2.657 -2.477
N 1.036 3.644 -3.250
S -0.283 3.012 -1.060
H 0.815 -0.451 -2.270
H -0.776 0.100 -2.552
H 0.991 1.272 -3.896
H 1.655 3.455 -4.020
H 0.995 4.581 -2.890
C 3.797 2.037 0.691
C 4.521 0.921 0.281
C 3.874 -0.239 -0.103
C 2.475 -0.303 -0.104
C 1.748 0.834 0.302
C 2.409 1.987 0.708
C 1.709 -1.478 -0.467
C 2.195 -2.552 -1.209
C 1.370 -3.597 -1.550
C 0.033 -3.635 -1.031
C -0.818 -4.729 -1.227
C -2.071 -4.776 -0.649
C -2.486 -3.729 0.171
C -1.667 -2.634 0.378
C -0.421 -2.544 -0.250
N 0.383 -1.425 -0.074
H 4.309 2.940 0.998
H 5.604 0.952 0.281
H 4.453 -1.113 -0.371
H 1.846 2.855 1.027
H 3.228 -2.543 -1.530
H 1.731 -4.421 -2.152
H -0.468 -5.553 -1.838
H -2.715 -5.631 -0.811
H -3.449 -3.775 0.662
H -1.984 -1.836 1.035
C -4.435 0.122 -0.985
C -2.956 0.120 -1.274
O -2.534 -0.026 -2.414
O -2.193 0.275 -0.227
H -4.899 0.929 -1.550
H -4.634 0.249 0.075
H -4.858 -0.818 -1.339
```

Calculated values
Energy relative to the best compared isomer or geometry (same formula, charge and spin) ... 5.9 kcal/mol
Molar mass ... 704.84 g mol⁻¹
Orbital gap (spin up / spin down) ... 5.24 / 6.12 eV
Multiplicity ... 6
Highest occupied orbital energy (spin up / spin down) ... -5.23 / -8.02 eV

These are the natural (NBO) partial charges, in e, on atoms 1 to 4: 1.402 0.062 -0.055 -0.374


- Which of these has the lowest molar mass?
  C19H23BrClNPt